(1)
An isolated molecule of C5H12N2 at a distorted geometry. Source: OMol25; level of theory: ωB97M-V/def2-TZVPD.

Each line ends with the Mulliken charge.
Atoms and positions in Å:
C1 -0.88 -0.11 1.59  -1.602
C2 -0.57 0.94 0.52  0.580
N1 -1.42 2.08 0.34  -0.618
C3 -0.28 0.32 -0.97  -0.880
C4 1.30 0.35 -1.41  -0.588
C5 1.83 -0.93 -1.23  -0.106
N2 1.32 -2.08 -0.65  -0.516
H1 -0.80 0.36 2.61  0.364
H2 -0.17 -0.87 1.50  0.463
H3 -1.90 -0.53 1.73  0.342
H4 0.48 1.25 0.98  0.147
H5 -2.22 2.05 0.97  0.248
H6 -1.99 1.83 -0.38  0.252
H7 -0.67 -0.68 -0.86  0.277
H8 -0.98 0.55 -1.75  0.470
H9 1.88 1.29 -1.14  0.314
H10 2.84 -1.11 -1.59  0.359
H11 0.34 -2.11 -0.32  0.234
H12 1.88 -2.62 0.07  0.260

Computed properties:
HOMO energy	-0.293	hartree
SMILES	C[C@H](N)C/C=C\N
multiplicity	1
electronic energy	-307.09836	Eh
energy above the lowest of the compared OMol25 structures with the same formula, charge and spin	3.564	eV

---

(2)
A cluster of 2 separate species, C20H33NO5 in total at a distorted geometry. Source: OMol25; level of theory: ωB97M-V/def2-TZVPD.

Each line ends with the Mulliken charge.
Atoms and positions in Å:
C1 2.90 2.23 -2.54  -0.743
C2 3.58 1.60 -1.54  -0.682
C3 3.04 0.55 -0.59  0.079
N1 2.41 -0.65 -1.19  0.179
C4 2.76 -1.87 -0.44  -0.404
C5 4.26 -2.18 -0.58  -0.935
O1 4.98 -1.85 0.60  -0.380
C6 4.86 -2.81 1.63  -0.309
C7 4.11 -2.27 2.85  -1.122
C8 1.03 -0.56 -1.31  0.299
O2 0.27 -1.28 -0.71  -0.566
O3 0.55 0.36 -2.17  -0.371
C9 -0.59 1.05 -1.63  -0.567
C10 -0.20 1.78 -0.36  0.131
C11 0.40 3.04 -0.43  -0.390
C12 0.79 3.66 0.74  -0.872
C13 0.60 3.06 1.98  -0.701
C14 -0.02 1.82 2.07  0.589
C15 -0.24 1.09 3.37  -1.432
C16 -0.41 1.20 0.89  0.301
H1 2.54 1.68 -3.41  0.297
H2 2.71 3.30 -2.48  0.301
H3 4.61 1.90 -1.37  0.399
H4 3.89 0.26 0.02  0.539
H5 2.36 1.08 0.09  -0.072
H6 2.50 -1.70 0.60  0.345
H7 2.21 -2.72 -0.83  0.476
H8 4.38 -3.25 -0.79  0.412
H9 4.68 -1.61 -1.40  0.423
H10 5.88 -3.05 1.96  0.394
H11 4.43 -3.76 1.31  0.288
H12 3.06 -2.51 2.78  0.280
H13 4.21 -1.19 2.90  0.256
H14 4.51 -2.69 3.78  0.400
H15 -0.90 1.82 -2.34  0.548
H16 -1.44 0.39 -1.48  -0.230
H17 0.56 3.48 -1.40  0.584
H18 1.28 4.63 0.66  0.391
H19 0.94 3.56 2.88  0.386
H20 0.19 0.09 3.26  0.311
H21 -1.31 0.94 3.54  0.337
H22 0.26 1.55 4.21  0.366
H23 -0.87 0.22 0.90  0.461
C17 -5.35 1.29 -1.23  -0.673
O4 -5.96 0.52 -0.21  -0.389
C18 -6.77 -0.53 -0.72  -0.488
C19 -6.06 -1.86 -0.64  -0.474
O5 -4.95 -1.92 -1.51  -0.406
C20 -3.71 -1.73 -0.85  -0.750
H24 -4.59 1.92 -0.76  0.210
H25 -4.86 0.66 -1.98  0.307
H26 -6.09 1.94 -1.72  0.340
H27 -7.08 -0.32 -1.74  0.302
H28 -7.67 -0.57 -0.09  0.384
H29 -6.76 -2.65 -0.95  0.406
H30 -5.76 -2.08 0.39  0.307
H31 -3.46 -2.62 -0.27  0.385
H32 -3.73 -0.86 -0.18  0.315
H33 -2.94 -1.58 -1.60  0.229

Computed properties:
HOMO energy	-0.289	hartree
SMILES	C=CCN(CCOCC)C(=O)OCc1cccc(C)c1.COCCOC
multiplicity	1
electronic energy	-1212.66194	Eh
energy above the lowest of the compared OMol25 structures with the same formula, charge and spin	3.955	eV